Entry 1:
Below is a molecular structure, C40H44N2OP2PtSSe2 at a distorted geometry, with properties calculated with ωB97M-V with the def2-TZVPD basis set.

ΔE to the lowest compared entry with this formula, charge and spin   0.946 eV
HOMO energy   -6.072 eV
Charge   0

The geometry in XYZ format:
```
93
C40H44N2OP2PtSSe2 ωB97M-V with the def2-TZVPD basis set
Pt -0.828 0.498 -0.566
Se 1.957 0.066 -0.584
P 1.457 0.292 1.505
Se -0.643 0.314 2.142
C 2.278 1.800 2.143
C 3.643 1.952 1.926
C 4.285 3.082 2.394
C 3.570 4.061 3.068
C 2.209 3.911 3.272
C 1.564 2.777 2.813
C 2.290 -1.006 2.491
C 2.236 -0.901 3.876
C 2.852 -1.856 4.662
C 3.513 -2.920 4.067
C 3.551 -3.033 2.688
C 2.940 -2.074 1.897
H 4.191 1.185 1.395
H 5.346 3.208 2.234
H 4.077 4.939 3.441
H 1.650 4.676 3.791
H 0.505 2.635 2.987
H 1.707 -0.072 4.324
H 2.826 -1.771 5.738
H 4.003 -3.661 4.681
H 4.069 -3.865 2.231
H 2.975 -2.140 0.817
O -3.363 -0.042 -1.662
C -2.830 0.795 -0.978
C -3.367 2.068 -0.548
C -4.741 2.190 -0.292
C -5.259 3.383 0.150
C -4.424 4.484 0.346
C -3.066 4.381 0.106
C -2.518 3.177 -0.324
P -0.808 2.862 -0.796
C -0.015 4.473 -0.511
C -0.019 4.972 0.790
C 0.478 6.233 1.053
C 1.006 6.998 0.023
C 1.061 6.481 -1.261
C 0.563 5.220 -1.533
C -0.843 2.792 -2.622
C 0.241 2.216 -3.282
C 0.247 2.129 -4.661
C -0.836 2.599 -5.387
C -1.913 3.175 -4.735
C -1.917 3.285 -3.357
H -5.373 1.333 -0.465
H -6.320 3.468 0.328
H -4.850 5.421 0.672
H -2.426 5.239 0.250
H -0.445 4.368 1.581
H 0.434 6.636 2.054
H 1.371 7.996 0.220
H 1.472 7.075 -2.064
H 0.593 4.829 -2.540
H 1.086 1.857 -2.707
H 1.094 1.692 -5.169
H -0.845 2.512 -6.464
H -2.759 3.541 -5.300
H -2.752 3.744 -2.845
C -0.400 -4.725 -3.508
C 0.643 -5.739 -3.046
C 1.886 -5.112 -2.407
C 1.642 -4.506 -1.023
N 0.945 -3.240 -1.120
C -0.133 -2.870 -0.402
S -1.278 -1.862 -1.151
N -0.329 -3.401 0.812
C -1.458 -3.113 1.667
C -1.996 -4.361 2.359
C -2.873 -5.244 1.473
C -2.115 -5.917 0.337
H -1.152 -5.221 -4.119
H 0.061 -3.941 -4.106
H -0.909 -4.260 -2.669
H 0.974 -6.317 -3.913
H 0.184 -6.439 -2.342
H 2.282 -4.341 -3.071
H 2.658 -5.880 -2.307
H 2.605 -4.363 -0.514
H 1.038 -5.199 -0.430
H 1.042 -2.749 -1.999
H 0.422 -3.929 1.231
H -2.230 -2.647 1.049
H -1.154 -2.391 2.436
H -2.589 -4.031 3.213
H -1.155 -4.943 2.746
H -3.678 -4.641 1.051
H -3.330 -6.017 2.096
H -1.767 -5.190 -0.390
H -2.761 -6.626 -0.176
H -1.258 -6.463 0.726
```

Entry 2:
Below is a molecular structure, C29H18BrN3OPtS, with properties calculated with ωB97M-V with the def2-TZVPD basis set.

Multiplicity   3
HOMO energy (spin up / spin down)   -5.355 / -7.376 eV
Charge   0

The geometry in XYZ format:
```
54
C29H18BrN3OPtS ωB97M-V with the def2-TZVPD basis set
Pt -0.081 0.167 -0.251
Br 3.911 3.431 -5.478
C 2.667 2.945 -4.126
C 1.394 3.501 -4.138
C 0.503 3.129 -3.145
C 0.843 2.223 -2.142
O -0.093 1.947 -1.228
C 2.153 1.662 -2.128
C 2.655 0.799 -1.117
N 1.913 0.267 -0.114
C 2.479 -0.226 1.031
C 3.839 -0.429 1.253
C 4.297 -0.953 2.471
C 3.452 -1.273 3.501
C 2.064 -1.056 3.338
C 1.104 -1.317 4.339
C -0.222 -1.060 4.114
C -0.606 -0.539 2.870
N 0.273 -0.284 1.930
C 1.590 -0.535 2.116
C 3.043 2.052 -3.153
H 1.107 4.204 -4.906
H -0.498 3.542 -3.128
H 3.719 0.612 -1.110
H 4.563 -0.193 0.490
H 5.362 -1.104 2.591
H 3.824 -1.672 4.435
H 1.434 -1.724 5.287
H -0.972 -1.251 4.868
H -1.644 -0.333 2.638
H 4.042 1.636 -3.160
S -4.289 -1.398 -0.347
C -4.427 0.336 -0.389
C -5.579 1.116 -0.411
C -5.427 2.488 -0.422
C -4.156 3.074 -0.415
C -3.010 2.306 -0.399
C -3.158 0.920 -0.385
N -2.134 -0.018 -0.364
C -2.574 -1.252 -0.342
C -1.591 -2.317 -0.297
C -1.899 -3.676 -0.319
C -0.871 -4.598 -0.296
C 0.448 -4.152 -0.256
C 0.750 -2.797 -0.231
C -0.268 -1.849 -0.245
H -6.561 0.663 -0.414
H -6.305 3.119 -0.438
H -4.071 4.152 -0.430
H -2.018 2.736 -0.426
H -2.931 -4.006 -0.361
H -1.087 -5.657 -0.316
H 1.254 -4.875 -0.245
H 1.786 -2.483 -0.202
```

Entry 3:
Below is a single C2H6Cl4Si2 molecule at a distorted geometry, with properties calculated with ωB97M-V with the def2-TZVPD basis set.

ΔE to the lowest compared entry with this formula, charge and spin   0.322 eV
HOMO energy   -10.912 eV
Charge   0

The geometry in XYZ format:
```
14
C2H6Cl4Si2 ωB97M-V with the def2-TZVPD basis set
C -1.616 -1.179 0.637
C 0.497 1.173 0.111
Si -1.284 0.344 -0.381
Si 1.967 0.083 -0.303
Cl -2.671 1.802 -0.381
Cl 2.035 -1.643 0.635
Cl 2.035 -0.240 -2.401
Cl 3.787 0.992 0.172
H -0.645 -1.784 0.463
H -1.578 -1.071 1.737
H -2.586 -1.762 0.476
H 0.533 1.464 1.225
H 0.616 2.209 -0.323
H -1.090 -0.387 -1.666
```